{"formula": "C26H37N9O5PS2Tl", "method": "ωB97M-V/def2-TZVPD", "symbols": ["Tl", "C", "C", "N", "N", "C", "N", "S", "C", "C", "C", "C", "C", "N", "H", "H", "H", "H", "H", "H", "H", "H", "H", "H", "O", "C", "O", "C", "C", "C", "C", "C", "N", "C", "O", "O", "H", "H", "H", "H", "C", "N", "C", "P", "O", "N", "C", "C", "N", "C", "C", "H", "H", "H", "H", "H", "H", "H", "H", "H", "H", "H", "H", "H", "H", "H", "H", "H", "H", "S", "C", "N", "C", "C", "C", "C", "H", "H", "H", "H", "H"], "positions_angstrom": [[-0.412, 0.184, -0.133], [-1.145, 3.866, 2.809], [-0.512, 2.649, 2.217], [-1.035, 1.485, 2.121], [-2.248, 1.184, 2.597], [-2.871, 0.012, 2.351], [-4.069, -0.159, 2.914], [-2.223, -1.217, 1.396], [0.837, 2.778, 1.648], [1.672, 3.843, 1.987], [2.933, 3.928, 1.418], [3.330, 2.938, 0.532], [2.442, 1.908, 0.255], [1.238, 1.834, 0.791], [-2.208, 3.741, 3.004], [-1.034, 4.701, 2.121], [-0.659, 4.138, 3.744], [-2.772, 1.891, 3.117], [-4.500, 0.536, 3.506], [-4.576, -1.015, 2.751], [1.350, 4.596, 2.687], [3.587, 4.753, 1.657], [4.291, 2.966, 0.048], [2.702, 1.117, -0.432], [2.211, -3.345, 1.273], [1.700, -2.243, 0.777], [0.943, -1.510, 1.382], [2.132, -1.944, -0.618], [3.127, -2.647, -1.287], [3.472, -2.238, -2.570], [2.807, -1.170, -3.144], [1.808, -0.536, -2.406], [1.506, -0.918, -1.182], [1.000, 0.620, -2.996], [1.021, 0.817, -4.192], [0.324, 1.285, -2.138], [1.915, -3.520, 2.184], [3.610, -3.481, -0.804], [4.248, -2.755, -3.114], [3.023, -0.807, -4.137], [-1.666, -4.615, -3.985], [-1.276, -3.290, -3.545], [-0.214, -2.696, -4.328], [-2.178, -2.349, -2.512], [-1.275, -1.440, -1.745], [-3.030, -3.334, -1.469], [-4.347, -3.877, -1.734], [-2.263, -4.101, -0.510], [-3.255, -1.439, -3.407], [-4.070, -0.479, -2.697], [-3.812, -1.873, -4.672], [-0.880, -5.338, -3.751], [-1.828, -4.638, -5.068], [-2.584, -4.920, -3.492], [0.716, -3.254, -4.191], [-0.069, -1.667, -4.012], [-0.457, -2.696, -5.394], [-4.817, -3.354, -2.562], [-4.973, -3.757, -0.846], [-4.310, -4.945, -1.975], [-1.299, -3.618, -0.364], [-2.095, -5.128, -0.845], [-2.794, -4.129, 0.443], [-3.613, -0.268, -1.732], [-5.084, -0.855, -2.525], [-4.147, 0.447, -3.275], [-3.229, -2.700, -5.065], [-3.780, -1.048, -5.389], [-4.855, -2.193, -4.568], [-2.504, 1.955, -0.501], [-2.731, 2.628, -2.057], [-1.835, 2.451, -3.037], [-1.984, 2.975, -4.260], [-3.080, 3.745, -4.556], [-4.034, 3.968, -3.555], [-3.872, 3.406, -2.312], [-0.941, 1.944, -2.790], [-1.200, 2.754, -4.969], [-3.203, 4.175, -5.536], [-4.898, 4.579, -3.762], [-4.586, 3.563, -1.519]], "mulliken_charge": [1.748, -1.838, 0.838, -0.174, -0.303, 0.514, -0.389, -0.201, 0.692, -0.825, -0.537, -1.187, -0.130, 0.173, 0.413, 0.406, 0.415, 0.209, 0.182, 0.224, 0.447, 0.462, 0.487, 0.590, -0.465, 0.192, -0.529, 0.034, -0.662, -0.762, -0.848, 0.795, 0.889, -0.259, -0.689, -0.947, 0.405, 0.651, 0.479, 0.621, -1.085, 0.646, -0.897, -1.747, 0.809, 0.822, -1.087, -1.081, 0.629, -0.808, -0.978, 0.300, 0.374, 0.288, 0.319, 0.024, 0.388, 0.264, 0.296, 0.361, 0.142, 0.281, 0.329, -0.045, 0.353, 0.336, 0.246, 0.294, 0.357, -0.188, 0.758, 0.586, -0.054, -0.902, -0.223, -1.041, -0.100, 0.518, 0.462, 0.443, 0.494], "e_tot_ev": -86854.7630, "homo_ev": -13.21, "spin_multiplicity": 1, "relative_energy_kcal_mol": 0.0, "total_charge": 2}